(1)
{"formula": "C4H24NO9", "method": "ωB97M-V/def2-TZVPD", "total_charge": -1, "relative_energy_ev": 1.367, "spin_multiplicity": 1, "e_homo_ev": -5.74, "species": ["C", "C", "C", "O", "N", "C", "O", "H", "H", "H", "H", "H", "H", "H", "H", "H", "H", "H", "H", "O", "H", "H", "O", "H", "H", "O", "H", "H", "O", "H", "H", "O", "H", "H", "O", "H", "H", "O"], "xyz": [[-0.055, 1.609, 0.428], [-1.524, 1.388, 0.244], [-2.231, 2.754, 0.106], [-2.121, 0.964, 1.446], [0.741, 0.347, 0.632], [2.217, 0.422, 0.853], [2.674, 0.121, -0.486], [0.126, 2.392, 1.193], [0.474, 2.080, -0.455], [-1.640, 0.638, -0.557], [-1.853, 3.296, -0.671], [-3.349, 2.676, -0.073], [-2.129, 3.301, 1.047], [-1.676, 0.137, 1.793], [0.408, -0.218, -0.203], [2.636, -0.257, 1.665], [2.533, 1.443, 1.219], [-0.384, -1.998, 1.647], [-0.272, -0.693, 1.986], [-0.902, -1.414, 2.235], [0.761, -1.437, -2.420], [0.123, -1.870, -3.752], [0.064, -1.201, -3.081], [2.109, 0.983, -2.334], [1.627, -0.178, -3.269], [1.929, 0.752, -3.264], [-1.298, 1.760, 2.923], [-2.552, 2.179, 3.448], [-1.716, 2.319, 3.680], [1.415, -2.523, -0.088], [0.539, -3.758, 0.515], [0.748, -2.876, 0.687], [2.605, -2.272, -1.657], [2.269, -0.790, -0.859], [1.833, -2.025, -1.385], [-1.134, -2.683, -0.308], [-1.463, -2.415, -1.813], [-1.534, -2.950, -1.072]]}

---

(2)
{"formula": "C4H26ClO9", "method": "ωB97M-V/def2-TZVPD", "total_charge": 0, "spin_multiplicity": 2, "s2": 0.75, "e_homo_ev": [-9.95, -9.92], "species": ["Cl", "O", "H", "H", "O", "H", "H", "O", "H", "H", "O", "H", "H", "O", "H", "H", "O", "H", "H", "O", "H", "H", "C", "C", "O", "H", "H", "H", "H", "H", "H", "C", "C", "O", "H", "H", "H", "H", "H", "H"], "xyz": [[-0.242, 0.467, 0.490], [-1.010, 3.681, 0.280], [-0.679, 2.808, 0.066], [-1.121, 3.668, 1.230], [0.691, 2.687, -2.099], [0.876, 1.903, -1.583], [1.553, 3.018, -2.351], [2.362, -0.876, 1.717], [2.164, -0.459, 2.556], [1.560, -0.777, 1.205], [2.933, 0.741, -0.951], [3.138, -0.118, -1.318], [2.594, 0.553, -0.075], [1.252, 0.522, 3.660], [1.598, 1.112, 4.330], [0.601, 1.045, 3.192], [-2.406, 0.730, 2.708], [-1.745, 0.631, 2.022], [-2.310, 1.635, 3.005], [2.209, 2.776, 1.050], [2.501, 2.768, 0.139], [1.404, 2.259, 1.049], [0.559, -4.007, 0.258], [-0.555, -3.387, 1.087], [-1.431, -2.649, 0.275], [1.298, -4.360, 0.977], [1.020, -3.247, -0.373], [0.272, -4.882, -0.326], [-0.174, -2.856, 1.960], [-1.131, -4.220, 1.490], [-1.203, -1.723, 0.380], [-2.604, -0.344, -2.704], [-1.466, 0.458, -3.354], [-0.274, -0.063, -2.821], [-2.870, 0.058, -1.726], [-2.411, -1.414, -2.781], [-3.569, -0.212, -3.195], [-1.603, 1.516, -3.131], [-1.551, 0.358, -4.437], [-0.231, 0.204, -1.900]]}

---

(3)
{"formula": "C4H26NO9S", "method": "ωB97M-V/def2-TZVPD", "total_charge": -1, "relative_energy_ev": 1.291, "spin_multiplicity": 1, "e_homo_ev": -5.73, "species": ["C", "O", "C", "C", "C", "S", "N", "H", "H", "H", "H", "H", "H", "H", "H", "H", "H", "H", "H", "O", "H", "H", "O", "H", "H", "O", "H", "H", "O", "H", "H", "O", "H", "H", "O", "H", "H", "O", "H", "H", "O"], "xyz": [[0.924, -0.662, 0.100], [1.425, 0.213, 1.044], [-0.229, 0.014, -0.768], [-1.555, -0.822, -0.651], [-2.885, -0.128, -0.453], [-3.614, 0.554, -1.988], [-0.492, 1.403, -0.408], [1.671, -0.990, -0.662], [0.601, -1.607, 0.574], [0.023, -0.048, -1.820], [-1.674, -1.385, -1.575], [-1.385, -1.618, 0.069], [-2.817, 0.738, 0.200], [-3.629, -0.806, -0.060], [-2.643, 1.442, -2.222], [-0.502, 1.399, 0.618], [0.369, 1.916, -0.600], [-0.539, -0.623, 3.309], [-1.330, -0.068, 2.146], [-1.485, -0.412, 3.037], [1.297, 0.057, 3.732], [1.404, -0.688, 2.458], [1.115, -0.841, 3.418], [2.698, -0.124, -2.120], [3.849, 0.807, -1.817], [3.350, 0.423, -2.586], [-1.454, -4.470, 2.283], [-0.387, -3.821, 1.441], [-0.788, -4.684, 1.600], [-2.336, -1.996, 3.171], [-3.508, -2.807, 2.621], [-2.602, -2.894, 2.900], [2.760, 0.799, 0.255], [4.122, 1.190, 0.769], [3.582, 1.323, -0.007], [2.627, 3.214, -2.692], [2.374, 1.848, -3.373], [2.110, 2.800, -3.399], [-0.654, 3.642, -2.278], [0.466, 3.551, -3.275], [-0.259, 4.163, -2.987]]}

---

(4)
{"formula": "C4H27N2O11", "method": "ωB97M-V/def2-TZVPD", "total_charge": -2, "spin_multiplicity": 2, "s2": 0.75, "e_homo_ev": [2.27, -1.27], "species": ["O", "C", "N", "C", "O", "C", "C", "N", "H", "H", "H", "H", "H", "H", "H", "H", "H", "H", "H", "O", "H", "H", "O", "H", "H", "O", "H", "H", "O", "H", "H", "O", "H", "H", "O", "H", "H", "O", "H", "H", "O", "H", "H", "O"], "xyz": [[-1.131, -0.539, -0.854], [-1.117, 0.693, -0.519], [-0.018, 1.319, -0.202], [2.424, -0.018, 2.928], [3.255, -0.953, 2.702], [-2.352, 1.620, -0.715], [-2.629, 2.353, 0.643], [-3.487, 0.817, -1.092], [0.881, 0.822, -0.272], [2.127, 0.681, 2.136], [1.958, 0.215, 3.884], [-2.145, 2.345, -1.507], [-3.594, 2.826, 0.673], [-2.405, 1.746, 1.533], [-1.868, 3.174, 0.663], [-3.243, -0.155, -1.134], [-4.129, 1.301, -1.693], [-1.828, -1.237, -2.631], [-1.618, -2.793, -2.902], [-1.666, -1.921, -3.290], [-2.796, -1.310, -0.054], [-2.972, -2.354, 1.035], [-3.166, -2.191, 0.110], [1.337, 1.658, -2.458], [1.351, 2.342, -3.751], [1.812, 2.371, -2.908], [-0.768, -3.093, 2.642], [-0.059, -2.136, 3.671], [-0.236, -3.054, 3.454], [2.707, -1.943, -3.529], [1.975, -1.475, -2.451], [2.326, -2.328, -2.736], [3.499, -1.738, 1.175], [3.635, -1.222, -0.350], [3.808, -1.942, 0.260], [1.170, 3.773, -1.297], [0.610, 3.163, -0.045], [0.854, 4.053, -0.437], [0.387, 2.088, 1.515], [1.071, 3.317, 1.939], [0.829, 2.462, 2.309], [-0.639, -1.614, 0.291], [0.195, -1.519, 1.543], [-0.219, -2.186, 0.977]]}

---

(5)
{"formula": "C4H27NO9", "method": "ωB97M-V/def2-TZVPD", "total_charge": 1, "relative_energy_ev": 3.062, "spin_multiplicity": 2, "s2": 0.75, "e_homo_ev": [-12.44, -12.44], "species": ["O", "H", "H", "O", "H", "H", "O", "H", "H", "O", "H", "H", "O", "H", "H", "O", "H", "H", "O", "H", "H", "O", "H", "H", "C", "C", "C", "O", "C", "N", "H", "H", "H", "H", "H", "H", "H", "H", "H", "H", "H"], "xyz": [[13.156, 2.733, -9.767], [13.261, 2.778, -10.717], [13.499, 3.568, -9.447], [15.110, -1.726, -12.552], [15.220, -1.391, -13.442], [14.166, -1.693, -12.399], [14.747, 0.356, -9.543], [15.044, 0.204, -10.440], [14.237, 1.165, -9.593], [16.238, 3.420, -9.871], [16.326, 3.300, -10.817], [16.695, 2.670, -9.491], [15.150, -1.666, -7.200], [14.912, -1.138, -7.961], [16.091, -1.525, -7.094], [17.109, -0.876, -11.089], [17.893, -1.307, -11.430], [16.382, -1.408, -11.414], [17.857, 0.871, -9.301], [17.439, 0.474, -10.065], [18.546, 0.253, -9.056], [14.302, 2.111, -6.763], [14.761, 1.835, -7.556], [14.942, 1.991, -6.061], [9.103, -3.765, -9.406], [10.073, -4.672, -10.212], [11.537, -4.682, -9.718], [12.057, -3.391, -9.768], [13.516, -3.437, -9.802], [9.610, -6.064, -10.337], [8.380, -3.324, -10.092], [9.609, -2.996, -8.822], [8.678, -4.341, -8.584], [10.040, -4.253, -11.217], [11.988, -5.354, -10.448], [11.682, -5.102, -8.723], [13.834, -3.591, -10.833], [13.835, -4.216, -9.109], [13.921, -2.449, -9.579], [9.002, -6.151, -11.138], [9.166, -6.358, -9.478]]}

---

(6)
{"formula": "C4H27O11", "method": "ωB97M-V/def2-TZVPD", "total_charge": -1, "relative_energy_ev": 2.932, "spin_multiplicity": 1, "e_homo_ev": -6.36, "species": ["C", "O", "C", "C", "C", "O", "H", "H", "H", "H", "H", "H", "H", "H", "H", "H", "H", "O", "H", "H", "O", "H", "H", "O", "H", "H", "O", "H", "H", "O", "H", "H", "O", "H", "H", "O", "H", "H", "O", "H", "H", "O"], "xyz": [[0.589, -0.353, -3.431], [0.932, 0.925, -4.016], [1.249, -0.444, -1.964], [1.860, 0.955, -1.598], [3.002, 0.887, -0.562], [2.688, 0.422, 0.844], [-0.490, -0.509, -3.350], [1.128, -1.091, -4.026], [0.367, 1.650, -3.655], [2.009, -1.279, -2.031], [0.448, -0.544, -1.229], [2.362, 1.372, -2.463], [1.141, 1.707, -1.330], [3.262, 1.892, -0.332], [3.885, 0.261, -0.802], [-3.357, -1.651, -1.581], [-2.095, -2.196, -0.814], [-2.545, -2.159, -1.662], [-2.540, 2.689, 1.018], [-1.283, 1.845, 1.518], [-1.597, 2.569, 0.867], [2.213, -1.940, 1.871], [1.484, -3.160, 2.473], [2.312, -2.850, 2.176], [1.315, -0.791, 0.635], [-0.201, 0.340, 1.934], [0.448, -0.763, 1.174], [0.041, 1.577, 3.057], [1.797, 0.689, 1.183], [-0.646, 0.946, 2.695], [-2.187, 2.421, -1.449], [-0.788, 2.999, -1.084], [-1.258, 2.345, -1.597], [0.029, -1.928, 2.098], [-1.050, -1.981, 3.293], [-0.398, -2.534, 2.816], [-1.077, -0.572, 0.587], [-1.546, 0.587, -0.154], [-1.850, -0.338, 0.022], [-2.649, 0.271, 3.235], [-2.823, -0.382, 1.758], [-3.148, 0.269, 2.434]]}

---

Number 1: DFT total energy -24455.232 eV, F_max 8.05 eV/A. Number 2: DFT total energy -35516.635 eV, F_max 2.10 eV/A. Number 3: DFT total energy -35325.284 eV, F_max 1.68 eV/A. Number 4: DFT total energy -30087.568 eV, F_max 2.56 eV/A. Number 5: DFT total energy -24493.943 eV, F_max 3.81 eV/A. Number 6: DFT total energy -27109.060 eV, F_max 2.85 eV/A.